[1]
The following is a quantum chemistry calculation of 8 unconnected molecules or ions with the total composition C14H43NO8, from the Open Molecules 2025 dataset.

```
66
Properties=species:S:1:pos:R:3:forces:R:3:nbo_charge:R:1
C -17.18997 -5.08070 7.56808 0.9 0.5 -0.7 -0.26
O -16.07392 -4.47439 8.26430 -1.0 -0.7 -0.2 -0.72
H -17.09686 -4.77702 6.52539 -0.1 0.3 0.1 0.18
H -17.11956 -6.16680 7.50862 -0.1 -0.1 0.5 0.16
H -18.14918 -4.73911 7.95709 0.0 -0.1 0.1 0.17
H -16.22881 -4.72121 9.17900 0.3 0.2 0.2 0.46
C -19.58762 -11.28521 17.75151 -0.1 0.2 -0.2 -0.27
O -20.37320 -11.47240 16.51628 1.5 0.0 1.5 -0.72
H -20.19714 -11.37130 18.65106 -0.2 0.2 -0.2 0.17
H -18.74530 -11.94965 17.94408 -0.4 -1.1 -0.9 0.18
H -19.00844 -10.36234 17.78249 -0.8 0.7 -0.4 0.17
H -21.29611 -11.35974 16.75531 0.0 0.0 0.1 0.47
C -13.11410 -10.00244 13.76944 -0.5 -0.3 -0.8 -0.25
O -12.19849 -10.95257 14.26914 0.0 0.1 0.6 -0.72
H -14.09803 -10.42747 13.57113 0.0 -0.5 -0.4 0.16
H -13.39121 -9.14800 14.38689 0.9 0.2 0.4 0.16
H -12.66134 -9.70544 12.82345 -0.3 0.4 0.1 0.18
H -12.61522 -11.47614 14.95748 0.0 0.0 0.1 0.46
C -18.51872 2.29116 16.06397 0.0 1.5 1.3 -0.25
O -18.60622 0.95263 16.40694 -0.6 -1.8 -0.6 -0.73
H -17.56989 2.51470 15.57626 -0.1 0.4 0.0 0.17
H -19.36122 2.74577 15.54281 -0.1 -1.0 -0.9 0.18
H -18.66246 2.80002 17.01713 0.9 0.8 0.2 0.16
H -17.72240 0.59899 16.53111 -0.1 0.1 0.0 0.47
C -18.02245 -4.51492 14.96878 -1.0 0.6 0.3 -0.25
O -18.68808 -3.69544 14.01148 0.0 -0.2 -0.5 -0.73
H -18.05722 -5.56326 14.67238 0.4 0.2 -0.3 0.18
H -17.02821 -4.10394 15.14398 0.2 -0.5 0.1 0.17
H -18.63424 -4.45494 15.86889 0.4 -0.2 0.5 0.16
H -18.96986 -2.90600 14.47946 0.0 0.1 -0.1 0.46
O -14.36062 -0.74384 18.39053 -0.2 0.2 0.1 -0.94
H -14.22765 -1.67763 18.55361 0.0 -0.3 0.1 0.47
H -13.79143 -0.54671 17.64662 0.2 0.1 -0.2 0.47
O -13.38724 -5.06744 19.26758 -0.1 0.1 -0.2 -0.94
H -12.46018 -4.84322 19.34843 0.3 0.0 0.0 0.47
H -13.67523 -5.22541 20.16665 -0.1 -0.1 0.2 0.47
C -22.97277 1.02782 7.23485 0.3 0.5 1.6 -0.62
C -23.74127 1.40917 8.56919 0.3 -0.8 0.7 0.15
C -23.26958 2.88461 8.88331 -1.8 -0.5 -0.4 -0.40
C -24.13192 3.60915 9.93813 0.7 -0.5 -0.1 -0.41
C -25.61747 3.55629 9.50898 0.6 -0.4 0.3 -0.41
C -26.13289 2.10390 9.33712 -0.3 0.1 -2.0 0.13
N -25.21811 1.38452 8.41191 0.6 0.6 -1.2 -0.22
O -25.73331 0.06999 8.00557 0.8 1.4 0.9 -0.59
C -26.28156 1.34867 10.61540 -0.2 -0.6 0.8 -0.65
C -27.53092 2.21768 8.60663 0.0 -0.5 1.7 -0.62
C -23.17334 0.49082 9.74007 0.2 0.1 -1.1 -0.65
H -21.93944 1.19593 7.53828 0.3 -0.1 -0.1 0.20
H -22.98215 -0.01789 6.92744 -0.6 0.1 -0.1 0.22
H -23.10512 1.76134 6.43953 -0.6 -0.3 -0.1 0.21
H -22.21112 2.88223 9.14365 -0.1 0.0 -0.1 0.21
H -23.46183 3.41685 7.95172 0.5 0.2 -0.2 0.20
H -23.87924 3.17392 10.90499 -0.7 -0.5 0.2 0.20
H -23.69194 4.59449 10.09180 -0.5 0.5 -0.5 0.22
H -25.74990 4.07591 8.56000 0.2 0.0 -0.2 0.21
H -26.29865 4.07387 10.18441 0.1 -0.1 0.3 0.22
H -27.25000 1.52055 11.08517 0.0 0.2 0.2 0.21
H -25.48743 1.56528 11.32992 -0.1 0.1 0.0 0.21
H -26.22631 0.28598 10.37933 -0.1 -0.1 0.1 0.23
H -28.15061 1.33662 8.77341 0.5 -0.7 -0.5 0.22
H -27.54082 2.49707 7.55309 0.3 0.1 0.2 0.22
H -28.13308 2.87569 9.23315 0.1 0.9 -0.3 0.21
H -22.10956 0.72746 9.76217 0.1 0.2 0.6 0.20
H -23.64678 0.59498 10.71634 0.1 0.4 -0.2 0.21
H -23.15264 -0.57880 9.53135 -0.5 -0.1 -0.4 0.22
H -26.00181 0.30324 7.11389 -0.1 -0.3 -0.2 0.47
```
Forces are in eV/Å.

Computed properties:
SMILES = CC1(C)CCCC(C)(C)N1O.CO.CO.CO.CO.CO.O.O
E_LUMO = 0.337 eV
Calculated total energy = -1215.66686 a.u.
Charge = 0
HOMO-LUMO gap = 8.509 eV
Relative energy (zero: lowest compared OMol25 entry of this formula, charge and spin) = 194.3 kJ/mol
Strongest force on any atom = 2.115 eV/Å

=====

[2]
The following is a quantum chemistry calculation of 6 unconnected molecules or ions with the total composition C14H43O7S7, from the Open Molecules 2025 dataset.

```
71
Properties=species:S:1:pos:R:3:forces:R:3:lowdin_charge:R:1
O -3.10571 3.27616 3.13495 -0.5 0.2 0.5 -0.04
C -2.43223 2.85229 1.98710 0.3 0.4 -0.1 -0.31
C -1.71469 4.06298 1.40182 -0.4 -0.2 -0.7 -0.35
S -2.16983 4.36892 -0.32993 1.9 0.0 2.6 1.05
H -3.88045 2.72232 3.28093 0.1 0.0 0.1 0.10
H -1.72439 2.07043 2.20974 0.4 -0.4 0.2 0.10
H -3.11628 2.45764 1.26081 -0.5 -0.4 -0.5 0.10
H -2.06552 4.94057 1.89934 0.0 0.7 0.6 0.08
H -0.64774 3.99941 1.44152 0.7 0.0 0.1 0.08
H -3.40881 4.80634 -0.13427 0.1 0.3 1.1 0.04
H -2.44642 3.14227 -0.76642 1.6 -1.0 2.3 -0.05
C 0.86101 6.65330 -2.33988 -0.1 0.0 0.1 -0.25
S 0.82397 4.93060 -2.84977 0.2 0.3 0.1 0.76
O 1.87673 4.21984 -2.08124 -0.1 0.0 0.0 -0.53
C 1.45295 5.25673 -4.49769 0.0 -0.2 -0.1 -0.25
H 0.54476 6.70399 -1.30052 0.0 0.0 0.0 0.05
H 1.87653 7.03445 -2.43381 0.0 0.0 0.0 0.06
H 0.17462 7.22838 -2.96029 0.0 0.0 0.0 0.06
H 2.42107 5.74857 -4.42009 0.0 0.0 0.0 0.06
H 0.74346 5.88372 -5.03665 0.0 0.0 0.0 0.06
H 1.56268 4.30279 -5.00798 0.0 0.0 0.0 0.05
C -4.77622 2.54560 -3.46768 -0.3 0.2 0.4 -0.20
S -3.25300 2.77346 -2.56682 -0.1 -1.5 -2.1 0.92
O -3.34010 4.06981 -1.81204 -3.6 1.7 -5.0 -0.79
C -2.15737 3.07428 -3.95691 -0.3 0.1 0.4 -0.20
H -5.57104 2.38426 -2.74412 -0.1 0.0 0.0 0.07
H -4.98029 3.43981 -4.05545 0.1 0.0 0.0 0.08
H -4.67806 1.66840 -4.10346 0.2 -0.1 0.0 0.07
H -2.50586 3.91141 -4.56063 -0.1 0.0 0.1 0.08
H -2.04697 2.17342 -4.55814 0.1 -0.1 0.2 0.08
H -1.26010 3.35126 -3.42619 0.6 0.0 -0.3 -0.01
C -1.71487 -2.76602 1.73415 0.0 -0.1 0.0 -0.26
S -1.95372 -0.99393 1.73012 0.2 0.2 0.1 0.80
O -3.02969 -0.67460 0.74200 -0.1 0.0 -0.2 -0.58
C -0.39761 -0.60901 0.92679 0.2 0.0 0.1 -0.26
H -2.60145 -3.22021 2.16962 0.0 0.0 0.0 0.05
H -1.57955 -3.11479 0.71025 0.0 0.0 0.0 0.05
H -0.83973 -2.99055 2.34458 0.0 0.1 0.0 0.04
H -0.35205 -1.11675 -0.03693 -0.1 0.0 0.0 0.06
H 0.41680 -0.92766 1.58010 0.0 0.0 0.0 0.03
H -0.35169 0.46852 0.77813 0.0 0.0 0.0 0.04
C 2.39010 -3.73000 4.63440 -0.2 -0.1 0.1 -0.28
S 2.17314 -1.95853 4.60574 0.1 0.0 0.1 0.84
O 1.08294 -1.65515 3.62605 -0.1 -0.1 -0.2 -0.59
C 3.72454 -1.60340 3.78173 0.1 0.1 0.0 -0.26
H 1.49953 -4.17136 5.07779 0.0 0.1 0.0 0.05
H 2.52468 -4.09548 3.61763 0.0 0.0 0.0 0.05
H 3.26329 -3.96985 5.23406 0.1 0.0 0.0 0.03
H 3.75086 -2.12176 2.82407 0.0 0.0 0.0 0.06
H 4.54606 -1.93570 4.41470 0.0 0.0 0.0 0.06
H 3.78236 -0.52840 3.62767 0.0 0.0 0.0 0.05
C -2.15713 -3.48008 -3.70684 0.0 0.0 0.0 -0.27
S -3.58631 -2.42585 -3.97041 -0.1 -0.1 0.1 0.81
O -3.14818 -1.34489 -4.89577 0.0 0.3 0.0 -0.57
C -3.59892 -1.70955 -2.32576 0.1 0.0 0.0 -0.28
H -1.94336 -3.98880 -4.64313 0.0 0.0 0.0 0.05
H -1.30467 -2.86754 -3.41412 0.0 0.0 0.0 0.06
H -2.38970 -4.21342 -2.93550 0.0 0.0 0.0 0.05
H -2.64363 -1.21839 -2.14662 0.0 0.0 0.0 0.05
H -3.77350 -2.48050 -1.57779 0.0 0.0 0.0 0.05
H -4.40053 -0.97723 -2.28009 -0.1 0.0 0.0 0.04
C 5.08023 -6.38653 2.40393 0.0 0.0 -0.1 -0.27
S 5.80195 -6.16695 4.03311 0.0 -0.1 0.0 0.83
O 5.25020 -4.89451 4.57664 0.0 0.1 -0.1 -0.57
C 7.46236 -5.80438 3.46062 0.0 0.0 0.0 -0.27
H 4.01866 -6.58154 2.53531 0.0 0.0 0.0 0.05
H 5.22383 -5.47931 1.81745 0.0 0.0 0.0 0.06
H 5.55002 -7.23874 1.91499 0.0 0.0 0.0 0.06
H 7.43786 -4.93770 2.80114 0.0 0.0 0.0 0.06
H 7.86071 -6.67441 2.94032 0.0 0.0 0.0 0.06
H 8.07223 -5.58890 4.33387 0.0 0.0 0.0 0.05
```
Forces are in eV/Å.

Computed properties:
E_LUMO = -2.177 eV
Calculated total energy = -3872.68216 a.u.
Charge = +1
HOMO-LUMO gap = 8.493 eV
Relative energy (zero: lowest compared OMol25 entry of this formula, charge and spin) = 127.1 kJ/mol
Strongest force on any atom = 6.414 eV/Å

=====

[3]
The following is a quantum chemistry calculation of a molecular structure, C14H44I2N16O12P2, from the Open Molecules 2025 dataset.

```
90
Properties=species:S:1:pos:R:3:forces:R:3:lowdin_charge:R:1
C -3.40264 -3.46967 -1.49950 0.3 0.2 -0.2 -0.16
C -2.02087 -3.12993 -2.09784 -0.8 0.8 0.2 -0.39
P -1.42895 -1.60542 -1.26078 0.5 -0.7 1.7 0.96
C -0.09182 -0.97085 -2.31116 -0.7 0.1 0.1 -0.28
O -2.80930 -0.54864 -1.37074 0.7 0.5 -0.7 -0.42
P -3.01365 0.25808 -2.70030 -0.4 -0.8 -1.0 0.27
O -2.96988 -0.56435 -3.90646 0.3 -0.1 -0.3 -0.23
O -4.40443 0.98597 -2.52122 0.0 0.3 0.5 -0.11
O -1.92910 1.45499 -2.76529 -0.6 0.3 0.3 -0.21
C -2.30738 2.72143 -2.36202 0.2 0.8 0.7 -0.86
I -3.24777 3.94146 -3.80005 0.2 -0.4 0.0 0.93
C -2.01278 3.13841 -1.12324 -0.1 0.0 -0.5 -0.77
C -1.32499 2.23863 -0.13377 -0.5 -0.1 -0.1 -0.13
I -2.47139 5.06591 -0.43170 0.1 -0.5 0.1 0.97
H -4.18386 -3.10333 -2.15599 -0.2 -0.1 -0.1 0.07
H -3.50226 -4.53792 -1.34868 -0.2 -0.2 -0.1 0.06
H -3.54803 -2.97340 -0.54267 0.0 -0.1 0.2 0.04
H -2.09145 -2.97403 -3.16893 0.1 -0.2 -0.2 0.07
H -1.33091 -3.92554 -1.83955 0.4 0.1 -0.1 0.08
H -0.35762 -0.83568 -3.34933 0.0 0.1 -0.2 0.02
H 0.34549 -0.08132 -1.87315 0.0 0.2 0.0 0.04
H 0.68046 -1.73246 -2.27236 0.0 -0.3 0.0 0.04
H -5.03258 0.56015 -3.11264 -0.2 0.0 -0.1 0.10
H -0.32148 1.99071 -0.46202 0.3 0.1 0.1 0.09
H -1.32678 2.67276 0.85582 0.2 0.1 0.1 0.05
H -1.87437 1.30411 -0.07265 0.0 -0.2 0.1 0.06
C -1.47192 8.62733 -3.17361 -0.1 0.0 -0.1 -0.67
O -0.43539 8.69491 -2.52942 0.0 0.1 0.1 0.01
N -2.45810 7.73473 -2.86726 0.1 0.1 0.1 0.14
N -1.71764 9.43553 -4.24665 0.1 0.0 0.1 0.16
H -3.31579 7.65763 -3.37885 0.0 0.0 0.0 0.09
H -2.29730 7.12245 -2.08256 0.0 0.1 -0.3 -0.06
H -1.00687 10.09725 -4.49500 0.0 0.0 0.0 0.11
H -2.55753 9.39568 -4.79054 0.0 0.0 0.0 0.09
C 1.46627 -1.86685 -5.68529 0.0 0.0 -0.1 -0.66
O 1.58812 -1.65629 -4.48990 0.2 -0.1 -0.3 0.01
N 2.10829 -2.89697 -6.31724 0.0 0.0 0.0 0.15
N 0.67679 -1.09122 -6.48754 0.0 0.0 0.1 0.16
H 2.02178 -3.08790 -7.29649 0.0 0.0 0.0 0.09
H 2.69537 -3.48315 -5.75552 0.0 0.0 0.0 0.10
H 0.18913 -0.32936 -6.05521 0.0 0.0 0.0 0.10
H 0.56138 -1.24663 -7.47005 0.0 0.0 0.0 0.09
C -0.22035 -1.70777 2.91027 -0.1 0.1 0.1 -0.69
O 0.60254 -1.99423 2.06125 0.0 0.0 0.0 0.01
N -1.49883 -1.31139 2.59830 0.0 0.0 -0.1 0.14
N 0.05638 -1.75472 4.25089 0.2 -0.2 -0.1 0.15
H -2.18256 -1.07095 3.28927 0.0 0.0 0.1 0.08
H -1.74939 -1.26050 1.62570 0.1 -0.1 -0.1 0.04
H 0.98366 -2.03366 4.53159 0.0 0.0 0.1 0.08
H -0.61016 -1.51902 4.96011 0.0 0.1 0.0 0.09
C 1.75798 -3.26423 7.50485 0.1 0.1 0.2 -0.70
O 2.23302 -2.71614 6.52596 -0.1 0.1 -0.1 0.03
N 2.41643 -3.35523 8.69367 -0.1 0.2 -0.1 0.17
N 0.51431 -3.84842 7.48662 -0.1 0.0 -0.1 0.14
H 2.04477 -3.81145 9.50563 0.0 -0.1 0.0 0.10
H 3.33142 -2.94874 8.74135 0.1 -0.1 0.0 0.11
H 0.00059 -3.80808 6.62629 0.0 0.0 0.0 0.09
H 0.10304 -4.30426 8.27970 0.0 0.1 0.0 0.10
C 3.13622 -7.23338 8.08410 0.0 0.0 -0.1 -0.68
O 3.16733 -7.02500 9.29157 0.0 0.0 0.0 -0.01
N 3.82713 -8.24994 7.48935 0.1 -0.1 0.0 0.15
N 2.40876 -6.46719 7.22711 -0.2 0.0 0.0 0.17
H 3.80349 -8.41679 6.49774 -0.1 0.1 0.0 0.06
H 4.37809 -8.83993 8.08178 0.0 0.0 0.1 0.10
H 1.88787 -5.71132 7.62431 0.0 0.0 0.0 0.04
H 2.37342 -6.62775 6.23375 0.2 -0.1 0.0 0.06
C 0.10538 4.74151 -7.22894 0.0 0.0 0.1 -0.69
O 0.61751 5.19725 -8.23444 0.0 0.0 0.0 0.02
N 0.76310 4.67439 -6.03048 0.0 0.0 0.0 0.15
N -1.17717 4.25820 -7.21075 0.0 0.0 0.0 0.14
H 0.35434 4.30628 -5.19268 0.0 0.0 0.0 0.08
H 1.70289 5.02106 -6.00406 0.0 0.0 0.0 0.10
H -1.69169 4.29454 -8.06950 0.0 0.0 0.0 0.10
H -1.61277 3.87837 -6.39181 0.0 0.0 0.1 0.00
C 1.58757 9.99314 0.91285 0.0 0.0 -0.1 -0.69
O 2.62124 10.14017 1.54326 0.0 0.0 0.0 0.01
N 1.55654 9.81352 -0.43713 -0.1 0.1 0.1 0.16
N 0.35573 9.99625 1.52096 0.0 0.0 0.1 0.14
H 0.71079 9.68723 -0.96727 0.0 -0.2 -0.1 0.05
H 2.43553 9.80394 -0.91673 0.0 0.0 0.0 0.10
H 0.33576 10.12554 2.51376 0.0 0.0 0.0 0.09
H -0.50532 9.87652 1.02381 0.0 0.0 -0.1 0.09
C 2.56071 -8.04764 3.43329 -0.1 0.0 -0.2 -0.65
O 3.00554 -7.70663 4.52136 0.0 0.0 0.1 0.01
N 3.33120 -8.67890 2.50283 0.0 0.0 0.1 0.16
N 1.26671 -7.81988 3.07086 0.0 0.0 0.1 0.16
H 2.99253 -8.96592 1.60523 0.0 0.0 0.0 0.10
H 4.28833 -8.85524 2.74247 0.0 0.0 0.0 0.11
H 0.67796 -7.35393 3.73453 0.0 0.0 0.0 0.11
H 0.88421 -8.08686 2.18474 0.0 0.0 0.0 0.10
```
Forces are in eV/Å.

Computed properties:
E_LUMO = -0.438 eV
Calculated total energy = -3617.36898 a.u.
Charge = 0
HOMO-LUMO gap = 8.215 eV
Strongest force on any atom = 1.961 eV/Å

=====

Among the records above, which one has the highest HOMO-LUMO gap? C14H43NO8